{
  "formula": "C37H46N4RhS4Sb",
  "method": "the ωB97M-V functional and the def2-TZVPD basis",
  "symbols": ["H", "C", "H", "N", "C", "C", "H", "H", "H", "C", "H", "C", "C", "H", "H", "C", "C", "C", "S", "Sb", "H", "H", "C", "C", "C", "H", "H", "C", "H", "C", "H", "H", "N", "H", "H", "C", "H", "H", "C", "Rh", "H", "C", "C", "H", "H", "C", "S", "C", "N", "H", "C", "C", "H", "H", "H", "C", "H", "H", "C", "S", "H", "H", "C", "C", "H", "C", "C", "C", "C", "C", "H", "H", "H", "N", "H", "H", "C", "H", "H", "C", "H", "C", "H", "C", "H", "C", "H", "C", "H", "H", "H", "H", "S"],
  "xyz": [[-1.9487, 3.8505, 0.3319], [-4.5507, -4.0911, 1.1016], [-1.3238, -3.3850, 0.3151], [3.6838, 0.7867, -0.2939], [3.5035, -0.7910, 3.9156], [2.5546, 0.3352, 4.2844], [3.1336, -1.7518, 4.2631], [-0.1256, 7.2662, 1.2755], [1.3949, -2.6330, 3.2547], [-0.0600, 3.1791, 0.5683], [0.9971, -3.6750, -4.9981], [0.8778, -1.9358, -3.7667], [-1.3517, -3.1192, -2.6369], [-0.1816, 0.7934, -2.2889], [3.0096, 4.7582, 1.6607], [-5.8024, -3.5117, 1.1736], [3.3856, 2.8648, 0.8019], [-0.5040, 6.2674, 1.4677], [0.8919, -2.0205, 0.9998], [-2.0994, -0.8216, -0.6946], [0.1905, 5.7581, 2.1305], [-0.3060, -2.9091, 2.8651], [5.7956, -0.1346, -0.8772], [-3.6866, 1.7359, -0.9796], [3.8681, 4.1395, 1.4109], [-6.9624, -1.7539, 0.7681], [-1.9237, -4.5184, 1.5457], [5.6784, 1.9073, 0.3626], [-6.6232, -4.0579, 1.6107], [-4.9275, -1.5265, 0.1657], [3.0632, 1.2973, 4.2294], [-5.3993, 3.4679, -3.3033], [-0.9743, 4.1131, 0.3409], [-0.8919, -0.6056, 3.0860], [0.0204, -1.0608, 4.5422], [0.5170, -2.1971, 2.7875], [1.7383, -1.4680, -4.2223], [-4.7940, 3.5682, -0.9101], [-3.2826, 0.6630, -1.7614], [1.6711, 0.3640, 0.6849], [1.0885, 0.0566, -1.2794], [2.4002, -3.0497, 0.8614], [-4.4565, 2.7467, -1.5238], [4.4696, -0.6023, 4.3855], [-3.8598, -0.6141, -4.8725], [-0.6293, 5.5122, 0.1485], [3.8434, -0.9283, 2.1156], [-3.6772, -2.1210, 0.0789], [1.1890, 3.5062, 0.7005], [-1.4679, 6.3582, 1.9607], [0.1970, -1.2619, -2.7555], [-5.9928, -2.2206, 0.7070], [-4.3973, -5.0976, 1.4669], [3.4578, -3.1971, 2.7617], [-4.7177, 1.5548, -4.6685], [6.4361, 0.9064, -0.2210], [4.5029, 4.6866, 0.7157], [-2.2429, -3.5665, -2.2175], [0.6520, 0.0898, -2.3161], [-0.6089, 1.5095, 0.7502], [-2.1160, -4.8959, -0.1545], [2.1852, 0.1961, 5.3007], [-4.4187, 1.6010, -3.6311], [0.4574, -3.1774, -4.2073], [2.6845, -2.9435, -0.1856], [-3.6568, 0.5639, -3.0981], [4.2857, 1.8330, 0.3055], [-4.8114, 2.6795, -2.8610], [-2.1242, -4.0799, 0.5686], [0.0878, -0.9052, 3.4638], [-2.2250, -0.5444, -4.2320], [-0.9927, -4.7378, -3.9870], [4.4443, 3.9527, 2.3174], [2.1327, 2.6079, 0.5792], [7.5128, 0.9368, -0.1708], [2.0916, -4.0821, 1.0327], [-3.2778, -0.6004, -3.9558], [6.3477, -0.9217, -1.3637], [-1.4072, 5.9643, -0.4683], [-0.6585, -3.7723, -3.6428], [-5.0732, -0.5203, -0.1977], [-3.4597, -3.4004, 0.5760], [6.1493, 2.7358, 0.8624], [3.5618, -2.7159, 1.7899], [-3.3971, 1.7678, 0.0655], [-0.9274, -1.8746, -2.2070], [3.8603, -0.9418, -1.3719], [4.4098, -0.1489, -0.8794], [4.4823, -3.0768, 1.3290], [1.4169, 0.4819, -2.9815], [-3.4443, -1.5389, -3.4290], [0.3240, 5.5579, -0.3858], [1.1126, 0.5872, 3.2057]],
  "forces_ev_per_a": [[0.075, -0.103, -0.054], [0.115, 0.034, 0.089], [0.033, -0.108, -0.048], [-0.062, -0.248, -0.348], [0.170, -0.145, -0.299], [0.100, -0.082, -0.604], [0.020, -0.030, 0.051], [0.027, 0.153, 0.008], [-0.006, -0.006, 0.065], [0.169, -0.639, 0.480], [0.032, -0.052, -0.089], [0.095, 0.133, 0.143], [0.168, -0.095, -0.216], [0.087, 0.143, 0.143], [0.072, 0.026, 0.005], [-0.022, -0.003, 0.014], [-0.458, 0.297, 0.097], [-0.047, -0.119, -0.188], [0.667, 0.838, -0.334], [-0.178, -0.416, 0.428], [0.064, -0.028, 0.086], [0.038, -0.040, -0.061], [-0.021, 0.126, 0.088], [0.157, 0.041, 0.037], [-0.276, 0.135, -0.355], [-0.146, 0.045, 0.019], [0.080, -0.048, 0.080], [-0.523, 0.094, 0.095], [-0.111, -0.084, -0.014], [-0.190, -0.095, -0.065], [-0.010, 0.055, 0.091], [-0.104, 0.076, -0.047], [-0.036, -0.341, 0.049], [0.001, 0.060, 0.090], [-0.087, 0.071, -0.021], [0.223, 0.217, -0.184], [0.127, 0.051, -0.096], [-0.041, 0.111, 0.055], [0.555, -0.960, 0.320], [-2.182, 2.641, 2.712], [-0.156, -0.007, -0.443], [-0.329, 0.264, 0.124], [-0.085, 0.121, 0.043], [-0.084, -0.108, 0.111], [-0.069, 0.000, -0.067], [0.193, 0.584, 0.158], [-0.093, -0.276, 0.238], [0.690, 0.382, -0.855], [0.454, 1.865, -0.012], [-0.074, -0.013, 0.096], [0.022, -0.439, -0.032], [-0.028, 0.055, 0.120], [-0.039, -0.087, 0.071], [0.065, -0.052, -0.086], [-0.030, -0.022, -0.092], [-0.121, -0.189, -0.117], [0.083, 0.070, -0.021], [-0.056, -0.039, -0.002], [0.010, 0.137, 0.006], [1.375, -0.752, -0.525], [0.134, -0.029, -0.036], [-0.078, 0.126, 0.016], [0.024, -0.028, -0.056], [-0.003, -0.081, -0.054], [-0.068, -0.049, -0.018], [-0.175, 0.250, -0.051], [0.635, -0.573, -0.158], [0.010, 0.090, 0.043], [0.001, -0.009, -0.091], [0.049, 0.175, -0.276], [0.065, -0.114, -0.034], [-0.035, -0.132, -0.079], [0.052, -0.137, -0.008], [-0.226, -2.701, 0.581], [0.118, 0.049, -0.006], [0.004, -0.026, -0.149], [-0.012, -0.020, -0.083], [0.070, -0.055, -0.077], [0.092, -0.110, -0.058], [0.029, -0.155, 0.033], [-0.103, 0.083, -0.097], [-0.293, -0.070, 0.026], [0.098, 0.152, 0.060], [0.173, 0.446, 0.134], [-0.093, 0.036, 0.095], [-0.992, 0.367, 0.627], [-0.014, -0.065, -0.026], [0.416, -0.187, -0.221], [-0.049, -0.111, 0.126], [0.108, 0.081, 0.045], [0.010, -0.046, -0.054], [-0.241, -0.087, -0.038], [-0.009, -0.271, -1.051]],
  "lowdin_charge": [0.13, -0.05, -0.01, -0.04, -0.46, -0.46, 0.07, 0.08, 0.07, -0.70, 0.11, -0.05, -0.14, 0.07, 0.08, -0.07, -0.24, -0.07, 0.85, 1.48, 0.06, 0.09, -0.02, -0.19, 0.01, 0.11, 0.08, 0.02, 0.11, -0.13, 0.08, 0.11, 0.02, 0.08, 0.11, -0.42, 0.11, 0.10, -0.33, 0.54, -0.01, -0.44, -0.09, 0.09, 0.09, -0.22, 0.92, -0.32, 0.02, 0.08, -0.34, -0.07, 0.12, 0.08, 0.12, -0.01, 0.10, 0.10, -0.08, 0.62, 0.09, 0.10, -0.03, -0.06, 0.08, -0.29, -0.25, -0.06, -0.08, -0.44, 0.08, 0.11, 0.10, -0.03, 0.13, 0.10, -0.04, 0.12, 0.13, -0.06, 0.08, -0.32, 0.12, -0.45, 0.06, -0.36, 0.12, -0.16, 0.09, 0.09, 0.07, 0.12, 0.89],
  "e_tot_ev": -97946.8368,
  "lumo_energy_ev": [-7.773, -7.722],
  "charge": 2
}

---

{
  "formula": "C29H51FNO7",
  "method": "the ωB97M-V functional and the def2-TZVPD basis",
  "symbols": ["H", "H", "N", "O", "H", "H", "H", "H", "H", "C", "C", "H", "C", "H", "H", "C", "C", "C", "C", "F", "H", "H", "H", "C", "C", "H", "O", "C", "C", "H", "H", "H", "H", "H", "O", "C", "O", "H", "H", "C", "C", "C", "O", "H", "C", "C", "H", "H", "C", "C", "H", "C", "C", "C", "H", "C", "H", "H", "H", "H", "C", "C", "H", "H", "C", "H", "H", "H", "H", "H", "H", "H", "C", "H", "H", "H", "H", "H", "O", "H", "H", "H", "H", "C", "H", "C", "O", "H", "H"],
  "xyz": [[-5.2369, 1.3731, 2.8226], [5.5489, -4.0551, 0.7631], [3.1724, 1.2133, -0.4876], [-3.0860, 1.4174, 0.9710], [-3.7872, 3.9349, 2.0758], [1.4403, -2.1492, 0.1841], [8.6320, -4.8614, -1.7263], [5.5498, -3.3790, -0.8811], [-0.2425, -1.0994, -2.9598], [-3.7050, 1.0043, -2.9469], [10.8849, -0.1954, -0.9908], [9.5758, 1.2261, -1.9335], [-2.6686, 2.1007, 2.1611], [-6.3508, -2.0947, -2.0418], [-5.1474, -2.1176, -5.6573], [-1.1619, -0.8146, -0.8361], [8.3409, -2.9996, -0.6292], [-7.4279, 3.1920, 4.5449], [-5.4928, -2.9916, -5.0926], [4.2328, -1.0437, 0.4339], [-6.9716, 4.1326, 7.0892], [-2.4359, 1.3428, 2.9170], [-7.8101, 2.7497, 7.8188], [-7.0031, -2.9818, -5.0003], [-5.0875, -2.8573, -3.6475], [-7.8873, 2.7357, 3.6633], [-7.3453, -2.1785, -3.8624], [-5.0151, 2.1791, 2.1133], [-8.3500, 3.1926, 5.7446], [4.1241, 1.6438, -0.4426], [-4.2586, 0.3689, -2.1304], [-7.1104, 4.2079, 4.2871], [7.5507, -2.9043, 1.3603], [-9.0110, 4.0625, 5.7743], [-1.5741, 0.6699, -4.3548], [7.2162, -2.7169, 0.3330], [10.1718, -0.5411, 0.2046], [-4.3915, 1.1969, -3.8876], [8.8708, -4.9936, 0.0302], [10.4964, 1.2252, -1.3378], [6.1869, -3.7498, -0.0708], [0.3303, -0.1351, -0.6759], [-2.4162, -1.3246, -3.0857], [-8.9717, 2.2895, 5.7384], [10.2256, 1.8188, 0.0205], [-6.2881, 2.2379, 6.3371], [-5.3053, 2.4576, 6.7632], [-1.7633, 2.6787, 1.9561], [2.0346, 2.0769, -0.9860], [-7.3751, 3.1323, 6.8920], [11.1720, 2.0989, 0.4980], [9.6016, 0.6535, 0.7568], [-3.8274, 2.9707, 2.5965], [8.2807, -4.5064, -0.7532], [-5.1009, -3.8890, -5.5778], [3.0619, -0.2422, -0.0474], [-4.6599, 2.2858, -0.0208], [8.5194, 0.6137, 0.5935], [-5.1529, -3.8330, -3.1515], [9.3139, -2.6382, -0.2869], [-4.5005, 1.5965, 0.8151], [1.6193, -1.0252, -0.1190], [-6.5166, 1.1809, 6.5121], [-5.9197, 2.7785, 1.9830], [-6.1531, -1.9304, -3.1046], [11.2696, 1.7529, -1.9019], [9.5814, 2.7013, -0.0056], [-5.8771, -0.8803, -3.2507], [-7.4753, -2.5700, -5.8970], [8.1245, -2.5360, -1.5990], [-4.0749, -2.4700, -3.5091], [-0.4266, 2.0570, -1.5353], [-2.4379, 0.0794, -3.5249], [-0.9327, -2.6811, -2.1315], [11.9561, -0.2719, -0.7746], [-4.9682, 0.6382, 0.5712], [-3.2565, 1.9929, -2.4902], [-1.9762, 0.0203, -0.7331], [-6.2589, 2.4498, 4.9189], [-3.8355, 3.1627, 3.6724], [6.8372, -1.6933, 0.2777], [-1.3399, -1.5785, 0.0368], [10.6378, -0.9043, -1.7858], [0.4992, 1.4588, -1.1253], [9.7909, 0.6881, 1.8336], [-1.1592, -1.5406, -2.3428], [6.9097, -4.8848, -0.5676], [-7.3975, -3.9890, -4.8290], [2.1653, 3.2078, -1.3352]],
  "forces_ev_per_a": [[-0.045, 0.203, -0.097], [0.030, -0.109, -0.088], [-2.389, -1.907, 0.149], [0.062, 0.024, -0.082], [0.038, -0.065, 0.083], [0.812, 2.616, -0.589], [-0.122, -0.057, 0.110], [-0.100, 0.086, 0.000], [-2.101, -0.962, 1.173], [0.768, -1.477, -0.345], [0.345, -0.344, 0.056], [0.115, 0.001, -0.006], [0.327, -0.218, 0.215], [-0.112, 0.046, -0.075], [-0.020, -0.106, -0.012], [1.012, 0.414, 0.040], [0.483, 0.176, -0.445], [0.186, 0.155, -0.350], [0.193, 0.114, -0.556], [-4.069, 3.806, -1.961], [-0.039, -0.125, 0.037], [0.036, 0.079, 0.048], [0.086, 0.039, -0.116], [-0.448, -0.170, -0.058], [0.407, -0.351, 0.459], [0.127, -0.009, 0.051], [0.429, -0.021, 0.033], [-0.448, -0.475, 0.224], [-0.623, -0.181, -0.142], [-1.141, -0.548, -0.016], [0.980, 1.423, -1.660], [-0.091, 0.045, -0.046], [-0.065, 0.074, -0.100], [0.089, -0.114, -0.038], [-4.826, -4.481, 5.452], [-0.023, 0.205, 0.594], [-0.012, 0.485, -0.056], [1.393, -0.203, 2.105], [0.076, 0.035, -0.062], [-0.167, 0.086, -0.615], [-0.199, -0.352, -0.211], [2.222, 1.526, 0.300], [2.194, 3.048, 0.404], [0.028, 0.133, -0.029], [0.246, 0.456, 0.387], [0.218, -0.399, 0.015], [-0.032, -0.041, -0.139], [-0.016, -0.098, -0.081], [-3.423, -3.297, 0.068], [0.202, 0.373, 0.515], [-0.151, 0.005, -0.025], [-0.150, -0.316, 0.227], [0.187, 0.619, 0.131], [0.122, -0.381, 0.031], [-0.073, 0.117, 0.036], [-3.159, -1.186, -0.528], [-0.099, -0.009, -0.035], [-0.100, 0.069, 0.052], [-0.002, 0.100, -0.015], [-0.243, -0.053, -0.054], [-0.181, 0.032, -0.447], [0.536, 4.655, -1.351], [0.033, 0.023, 0.099], [0.135, -0.110, 0.000], [-0.334, 0.203, 0.018], [-0.099, -0.099, 0.056], [0.072, -0.093, 0.035], [0.042, 0.032, 0.057], [-0.041, 0.001, 0.174], [0.055, -0.027, 0.045], [-0.403, -0.201, -0.039], [2.256, -1.189, 0.937], [2.265, 3.639, -3.279], [-0.984, 2.294, -0.905], [-0.014, 0.001, -0.115], [0.132, 0.029, -0.016], [-0.953, -2.035, -1.125], [1.650, -1.444, -0.201], [-0.183, 0.109, 0.203], [-0.046, -0.073, -0.159], [0.036, -0.079, 0.016], [0.435, 1.436, -1.810], [-0.007, -0.036, 0.144], [4.630, -2.831, 1.739], [-0.029, -0.128, -0.109], [1.737, -0.159, 0.574], [-0.097, 0.413, 0.129], [0.022, -0.011, -0.103], [0.411, -2.854, 1.067]],
  "lowdin_charge": [0.12, 0.12, 0.07, -0.18, 0.12, 0.14, 0.12, 0.11, 0.14, 0.00, -0.20, 0.11, -0.20, 0.12, 0.12, -0.11, -0.18, -0.21, -0.18, -0.01, 0.12, 0.12, 0.12, -0.20, -0.18, 0.12, -0.13, -0.18, -0.18, 0.16, 0.08, 0.12, 0.13, 0.12, -0.01, -0.19, -0.16, 0.12, 0.12, -0.18, -0.22, -0.05, -0.13, 0.12, -0.18, -0.20, 0.12, 0.11, 0.05, -0.18, 0.12, -0.20, -0.17, -0.20, 0.12, 0.00, 0.11, 0.11, 0.12, 0.10, -0.21, 0.12, 0.12, 0.12, -0.21, 0.12, 0.11, 0.09, 0.12, 0.12, 0.08, 0.13, -0.29, 0.15, 0.12, 0.12, 0.10, 0.11, -0.17, 0.12, 0.09, 0.14, 0.12, 0.08, 0.12, -0.14, -0.13, 0.12, 0.15],
  "e_tot_ev": -49421.0508,
  "lumo_energy_ev": -5.194,
  "charge": 1
}